1.
The following is a DFT calculation (wB97M-V/def2-TZVPD) of a 7-piece molecular cluster, C4H23N2O6 overall at a distorted geometry.

The energy above the lowest of the compared OMol25 structures with the same formula, charge and spin is 107.8 kJ/mol. The calculation puts the highest occupied orbital energy at -11.4340 eV. Its molecular weight is 195.236 g mol⁻¹. The calculation puts the HOMO-LUMO gap at 8.64 eV.

```
! wB97M-V def2-TZVPD RIJCOSX def2/J DEFGRID3
* xyz 1 1
O 3.4515 2.2636 1.2541
O -2.9481 -1.1954 0.7293
O 2.3299 0.0985 3.2944
O -0.0802 -3.0913 -1.6116
O -0.7608 -2.5402 1.5845
O 2.0346 -1.5878 -0.3255
N -0.2045 0.5911 0.4033
N 0.6555 0.0691 -2.2712
C -0.3506 1.0050 -1.9909
C -1.6958 2.4503 -0.4339
C -0.6964 1.3547 -0.7474
C -2.8755 2.4853 -1.4354
H 2.9023 0.3272 2.5437
H -0.6864 -2.9726 -0.8626
H -0.0580 -2.4502 2.2269
H -3.6302 3.0278 -0.8449
H 0.2486 1.1931 1.1069
H -1.0459 3.3147 -0.3806
H 0.5416 -0.8103 -1.8005
H -0.0262 -4.0542 -1.5059
H 3.6621 2.4967 2.1604
H 4.0619 2.4282 0.5344
H -0.4863 1.7576 -2.7602
H -3.6131 -0.8545 1.3492
H 0.5521 -0.0620 0.0912
H -2.6820 3.1082 -2.2997
H -1.0676 -3.4264 1.3651
H -2.7835 -2.0353 1.1802
H 1.0137 0.1223 -3.2055
H -3.1547 1.6049 -1.9917
H 1.7016 -2.5026 -0.3118
H -0.9040 0.0027 0.8532
H -2.0738 2.1955 0.5661
H 2.9341 -1.6186 -0.6690
H 2.8305 -0.2956 4.0213
*
```

2.
The following is a DFT calculation (wB97M-V/def2-TZVPD) of a 8-piece molecular cluster, C4H23NO9S overall at a distorted geometry.

The energy above the lowest of the compared OMol25 structures with the same formula, charge and spin is 81.6 kJ/mol. As for the SMILES: O=C(O)NCCCS.O.O.O.O.O.O.O. The calculation puts the highest occupied orbital energy at -9.3406 eV. Its molecular weight is 261.293 g mol⁻¹. The calculation puts the HOMO-LUMO gap at 9.29 eV.

```
! wB97M-V def2-TZVPD RIJCOSX def2/J DEFGRID3
* xyz 0 1
S 1.9870 -3.3202 1.0283
O -3.4859 1.3632 0.5777
O -2.0783 -0.7538 1.8929
O 1.4602 1.8329 -1.0816
O -2.7206 0.2731 -1.8117
O 0.5947 1.5590 -3.5800
O -0.9615 -0.5527 -2.9365
O -0.5500 2.0668 0.7217
O 2.5040 2.1048 1.3920
O -0.0317 0.8508 3.3560
N -1.5094 -1.4285 -0.9193
C 1.0181 -1.3561 -0.6909
C -0.3029 -2.1897 -0.7396
C -1.8015 -0.5398 -1.8767
C 2.2455 -2.1580 -0.3339
H -0.4721 0.0147 3.1641
H -0.2410 -3.1245 -1.3280
H 3.1825 -1.4598 -0.2078
H 0.8407 -0.5664 0.0677
H 2.2967 1.4695 -0.7777
H -0.4034 1.3276 4.0977
H -2.0921 -1.3409 -0.1055
H -3.6531 0.7078 -0.0944
H -0.5911 2.8629 1.2637
H 2.6652 3.0202 1.6492
H 1.1572 1.9438 -2.8574
H -2.2572 -1.6715 2.1172
H -2.5871 1.6244 0.2639
H 2.1040 -2.3784 1.9703
H 1.0945 0.7356 -3.6691
H -0.9852 1.4347 1.3064
H -0.3111 -2.6415 0.2793
H 2.8532 1.6777 2.1930
H -0.7001 0.3464 -3.2534
H 2.6849 -2.8117 -1.1045
H 0.8385 1.9215 -0.3381
H 1.0226 -0.7082 -1.6127
H -2.8145 -0.1359 1.9777
*
```

3.
The following is a DFT calculation (wB97M-V/def2-TZVPD) of a 7-piece molecular cluster, C4H24NO7 overall at a distorted geometry.

The energy above the lowest of the compared OMol25 structures with the same formula, charge and spin is 73.2 kJ/mol. The calculation puts the highest occupied orbital energy at -13.8160 eV. Its molecular weight is 198.236 g mol⁻¹. The calculation puts the HOMO-LUMO gap at 11.29 eV.

```
! wB97M-V def2-TZVPD RIJCOSX def2/J DEFGRID3
* xyz 1 1
O -1.9843 0.9968 -3.4920
O -3.4695 -0.3524 -1.4227
O 0.0985 -0.7818 -1.2616
O 0.4656 3.9663 -1.2651
O -0.4984 0.5141 3.9595
O 3.4671 0.4627 -2.6221
O 1.1697 1.8162 0.7590
N 0.1952 -0.8642 1.3167
C 1.3500 -1.6868 1.7023
C 1.1196 -2.1401 3.1678
C -0.9958 -1.5005 0.6022
C -0.5805 -1.9562 -0.8148
H 1.9737 -2.8069 3.3963
H 3.7615 1.1286 -1.9717
H -2.6549 0.3226 -3.5945
H 1.1546 2.5310 0.1161
H -0.8074 1.2601 4.4969
H 0.0515 -2.8212 -0.7959
H 1.0785 4.6896 -1.0644
H 1.6298 -2.4901 1.0241
H 0.2618 -2.7986 3.2009
H -1.3689 -2.3256 1.2010
H -4.0048 -0.2926 -0.6265
H 0.0711 -0.6667 -2.2213
H -0.2396 -0.6296 2.2124
H -1.5218 -2.0054 -1.3940
H -0.7522 -0.2572 4.4870
H 0.8657 3.5984 -2.0738
H 2.2875 -1.1413 1.5846
H -2.1415 1.5794 -4.2489
H -1.6113 -0.6196 0.4622
H 0.4710 -0.0097 0.8148
H 2.9428 -0.1289 -2.0774
H -3.6953 0.1671 -2.1847
H 1.0498 -1.3224 3.8900
H 0.3866 2.0394 1.3104
*
```

4.
The following is a DFT calculation (wB97M-V/def2-TZVPD) of C4H26HfO11 as an isolated structure at a distorted geometry.

The energy above the lowest of the compared OMol25 structures with the same formula, charge and spin is 0.0 kJ/mol. The calculation puts the highest occupied orbital energy at -8.6276 eV. Its molecular weight is 428.731 g mol⁻¹. The calculation puts the HOMO-LUMO gap at 8.70 eV.

```
! wB97M-V def2-TZVPD RIJCOSX def2/J DEFGRID3
* xyz 0 1
Hf -1.7174 -0.1567 0.9626
O 1.6947 0.2864 2.2300
O -2.9900 -1.4324 0.2323
O -0.7033 -1.5228 2.0069
O 3.6702 -1.1549 -0.6692
O -0.6086 3.2032 -0.4181
O 2.0244 2.9828 0.6974
O 1.6169 -3.5806 -1.7453
O -2.8153 1.3258 0.3074
O 3.9724 1.2131 0.8150
O -0.6269 1.2908 1.9586
O -0.2935 -0.1512 -0.3295
C -3.4736 1.7038 -0.8785
C 0.5699 0.1205 -1.4016
C -0.4960 -2.8590 1.5571
C -3.0274 -1.8258 -1.0875
H 2.3719 0.6864 1.7084
H -1.1300 3.9304 -0.1989
H -2.5513 -2.8654 -1.1150
H -2.8987 1.2275 -1.6896
H -3.6479 2.7623 -0.9092
H -2.3984 -1.2426 -1.8144
H 0.9852 -2.8937 -1.6864
H 3.0873 -1.1520 -1.4382
H -1.0791 2.7698 -1.0841
H 1.1126 -4.3871 -1.6700
H 0.2938 1.0369 2.1825
H -4.4269 1.1981 -0.9028
H 4.0285 0.6217 0.0443
H 1.9298 0.5122 3.1272
H 4.5039 -1.5280 -1.0022
H 0.0665 0.5158 -2.2966
H 1.2535 2.9461 0.0757
H 2.3303 3.8414 0.7433
H -4.0739 -1.8115 -1.2990
H 3.2937 1.8843 0.7502
H 1.3457 0.8337 -0.9397
H 1.0702 -0.7983 -1.7082
H 0.5207 -3.0570 1.7759
H -0.6452 -2.8656 0.4429
H -0.9528 1.9262 2.5600
H -1.1861 -3.5343 2.1061
*
```

5.
The following is a DFT calculation (wB97M-V/def2-TZVPD) of a 10-piece molecular cluster, C4H28N2O11 overall at a distorted geometry.

The energy above the lowest of the compared OMol25 structures with the same formula, charge and spin is 321.2 kJ/mol. The calculation puts the highest occupied orbital energy (alpha / beta) at -13.8428 / -13.8427 eV. Its molecular weight is 280.271 g mol⁻¹. The calculation puts the HOMO-LUMO gap (alpha / beta) at 10.62 / 4.91 eV.

```
! wB97M-V def2-TZVPD RIJCOSX def2/J DEFGRID3
* xyz 1 2
O -0.5305 -1.6684 0.8679
O -0.3871 -1.4124 -1.9283
O -4.0343 0.4694 -1.7120
O 0.7878 -3.6690 -2.7161
O -2.6750 1.6093 -3.7555
O 2.8679 1.0143 -1.5591
O -4.0481 0.0273 1.8790
O 2.5269 0.1095 3.5412
O -1.6151 0.3129 4.3429
O 0.1888 2.0317 -2.8708
O 3.0782 -1.7047 -1.6109
N 1.8599 -0.2453 1.2612
N 0.6204 2.5945 0.3484
C 0.5223 1.7875 1.5776
C -0.4407 -0.7798 1.8333
C 0.5024 0.2499 1.0831
C 2.6568 -0.2619 2.4299
H -2.4860 0.6812 4.2041
H 1.0469 2.0934 -0.3984
H -4.4524 0.0314 1.0374
H 1.1911 -3.5357 -3.5264
H -4.3755 1.0877 -2.3819
H -3.5043 0.8233 2.0110
H 3.7121 -0.6783 2.0332
H 0.2038 0.2250 -0.0623
H -1.4925 -0.4471 2.1505
H -0.5116 -1.3442 -0.9980
H 2.3726 -0.6535 0.4785
H 2.3140 0.8896 -0.6818
H 0.9345 1.5294 -3.3642
H -1.6886 -0.6001 4.4399
H 0.4646 -2.7099 -2.4570
H -0.9061 -2.5165 0.9513
H 2.7728 -1.4975 -2.4536
H -0.2752 3.0026 0.0368
H -1.2724 -1.7018 -2.1497
H -0.4277 1.7136 2.2280
H 1.4225 2.0317 2.1003
H -2.2108 0.9202 -4.1202
H 0.5338 1.9879 -1.9105
H 0.0954 -1.2954 2.7054
H 3.1577 0.0619 -1.6008
H 2.3642 -2.1294 -1.1686
H -1.8984 2.2434 -3.5699
H -3.1660 0.4077 -2.1696
*
```

6.
The following is a DFT calculation (wB97M-V/def2-TZVPD) of a 9-piece molecular cluster, C4H28N2O8 overall at a distorted geometry.

The energy above the lowest of the compared OMol25 structures with the same formula, charge and spin is 206.0 kJ/mol. As for the SMILES: NCCCCN.O.O.O.O.O.O.O.O. The calculation puts the highest occupied orbital energy at -9.3220 eV. Its molecular weight is 232.274 g mol⁻¹. The calculation puts the HOMO-LUMO gap at 9.69 eV.

```
! wB97M-V def2-TZVPD RIJCOSX def2/J DEFGRID3
* xyz 0 1
O 1.6458 2.2654 2.6554
O -1.7777 -3.3052 0.7332
O -0.1000 -0.3583 4.4786
O -0.8806 0.0429 -3.6147
O -1.1559 2.6029 -2.6555
O 2.7134 3.0077 -1.4230
O -2.1814 -1.1343 -0.7736
O -2.6421 -1.6825 3.7187
N -0.7964 1.3190 0.5648
N 1.2522 -1.7959 -2.7731
C 0.1108 0.2383 0.9072
C 1.5593 0.2961 0.4099
C 1.7072 -1.5315 -1.3793
C 1.5707 -0.0419 -1.0671
H -0.5828 3.0362 -3.2952
H 2.2416 2.6824 3.2860
H -1.5617 -2.7809 -0.0536
H 2.0378 1.2177 0.7196
H 2.7747 -1.7806 -1.3839
H 2.1657 -0.3906 1.0166
H -0.9738 -0.1976 4.1110
H -0.6111 -0.1731 -2.7117
H 0.2313 0.3109 1.9779
H 1.4091 -2.7420 -3.0739
H 0.5524 0.1495 -1.4186
H 2.2480 0.5265 -1.6994
H 2.2657 3.1976 -2.2613
H -2.1934 -1.4331 2.8994
H -1.4293 1.8009 -3.1400
H -2.0287 -0.2710 -0.3249
H 1.1243 -2.2595 -0.8205
H -0.2243 -0.4672 -4.0957
H -2.5720 -3.7730 0.4564
H -0.2575 -1.0121 5.1656
H 1.0766 1.7009 3.1912
H -2.6262 -0.6470 -1.4915
H -0.6737 2.1136 1.1739
H 1.9210 3.1368 -0.8788
H -0.7766 1.6737 -0.3868
H -0.3446 -0.7202 0.6831
H 1.5362 -1.1838 -3.5234
H -3.0776 -2.4994 3.4531
*
```

7.
The following is a DFT calculation (wB97M-V/def2-TZVPD) of a 10-piece molecular cluster, C4H28O9S overall at a distorted geometry.

As for the SMILES: CCCSC.O.O.O.O.O.O.O.O.O. The calculation puts the highest occupied orbital energy at -8.5438 eV. Its molecular weight is 252.326 g mol⁻¹. The calculation puts the HOMO-LUMO gap at 8.95 eV.

```
! wB97M-V def2-TZVPD RIJCOSX def2/J DEFGRID3
* xyz 0 1
S 0.3257 -2.6819 2.2060
O -0.5061 -0.5176 -2.1491
O 3.1237 0.7320 -2.3215
O -2.7380 2.9676 0.2188
O -2.1586 1.1599 2.0293
O 1.6473 -1.4100 -3.7173
O -2.4732 0.2743 -0.4954
O 1.3495 2.4347 -1.8863
O 0.8983 -3.0680 -1.1307
O -0.9434 3.7694 -1.4246
C 0.7119 -1.0868 2.9577
C 0.9044 1.0415 1.5412
C -1.4564 -2.2490 1.9606
C 1.5756 -0.2307 1.9390
H -2.3848 1.9558 1.4910
H 2.0699 -0.8196 1.0789
H 2.4635 0.0930 -2.6137
H -2.9416 0.8849 2.5155
H 1.4278 2.3602 -2.8523
H 0.9343 1.7534 2.3515
H -0.0732 -0.4550 3.3669
H -1.5332 -1.6241 1.0681
H -2.6936 0.3979 0.4463
H -2.0839 -3.1344 1.8940
H 2.5093 -0.0129 2.4354
H 0.4734 -3.3060 -0.2912
H 3.9349 0.2711 -1.9447
H -0.1624 0.9606 1.2267
H 1.8054 -3.3637 -0.9828
H 1.0175 -0.7910 -3.3633
H -1.7536 -1.9528 2.9452
H -0.0285 -1.1192 -1.5776
H -3.4860 3.5509 0.1324
H -0.0925 3.2806 -1.2663
H -1.9019 3.3819 -0.1372
H 1.4054 -1.1862 3.8437
H -1.1941 -0.1630 -1.5661
H -2.7211 1.1294 -0.9389
H 2.1006 2.0053 -1.4997
H 1.3894 1.4350 0.6090
H -0.8458 4.3518 -2.1805
H 1.4392 -2.2503 -3.3144
*
```

8.
The following is a DFT calculation (wB97M-V/def2-TZVPD) of a 10-piece molecular cluster, C4H29N3O9 overall at a distorted geometry.

The energy above the lowest of the compared OMol25 structures with the same formula, charge and spin is 0.0 kJ/mol. The calculation puts the highest occupied orbital energy (alpha / beta) at -13.5740 / -13.5740 eV. Its molecular weight is 263.288 g mol⁻¹. The calculation puts the HOMO-LUMO gap (alpha / beta) at 10.02 / 4.91 eV.

```
! wB97M-V def2-TZVPD RIJCOSX def2/J DEFGRID3
* xyz 1 2
O 1.3798 2.9290 -0.4844
O 3.0577 0.8556 -0.7391
O -0.8301 2.9499 2.9453
O -1.2990 -1.1774 2.4044
O -1.7604 1.1612 1.2045
O 1.2402 4.2475 1.8560
O 1.3003 1.2876 -2.7314
O -0.8621 1.5923 -1.1444
O -2.6786 -2.8356 0.8390
N 0.9004 -1.0723 -0.0741
N 1.7245 -3.0045 1.1531
N -2.2025 -1.2618 -1.4912
C 1.1716 -1.8523 1.0991
C -1.3550 -2.0599 -2.4223
C -0.1806 -2.7050 -1.6614
C 0.9529 -1.7279 -1.3820
H 2.1499 4.2313 2.2150
H -1.1760 1.4547 -0.1632
H 0.9976 -0.9246 -2.2062
H -2.9948 -0.8832 -1.9540
H -1.4723 1.8054 1.8080
H -1.6489 -0.4674 -1.1157
H -0.9834 -1.4604 -3.2761
H 0.0647 -0.3983 0.0080
H 1.2998 3.8056 0.9995
H 2.1519 2.2719 -0.4281
H 1.5335 2.2168 -2.9047
H -0.0842 3.5040 2.5301
H -2.1978 -3.6926 0.6692
H -1.7992 -1.8206 1.8674
H 1.9663 -3.5185 0.3462
H -1.5865 0.2836 1.6873
H 2.0120 -2.2477 -1.4914
H -2.6460 -2.3269 -0.0043
H -1.3772 2.3561 -1.3756
H -1.9962 -2.8616 -2.8464
H 0.6193 2.4073 -0.6296
H -0.5031 2.7083 3.8425
H -0.4934 -3.1639 -0.7041
H 0.1777 -3.5240 -2.2421
H 0.8977 -1.3467 2.0500
H 0.5839 1.2492 -2.2134
H 2.6222 0.7948 -1.6168
H 2.6727 0.1355 -0.2581
H -1.6629 -1.2280 3.2919
*
```

9.
The following is a DFT calculation (wB97M-V/def2-TZVPD) of C4H2Br2O in the gas phase at a distorted geometry.

The energy above the lowest of the compared OMol25 structures with the same formula, charge and spin is 0.2 kJ/mol. As for the SMILES: O=C(Br)[C@@H]1C=C1Br. The calculation puts the highest occupied orbital energy at -10.0978 eV. Its molecular weight is 225.867 g mol⁻¹. The calculation puts the HOMO-LUMO gap at 10.20 eV.

```
! wB97M-V def2-TZVPD RIJCOSX def2/J DEFGRID3
* xyz 0 1
Br -1.9030 2.6473 -0.6825
Br 3.2501 0.9900 -1.0781
O 0.9592 0.4764 -2.7061
C -0.8670 -0.1231 -0.2477
C 0.5050 0.6044 -0.3393
C -0.9399 1.1790 -0.3729
C 1.2722 0.5706 -1.5671
H -1.2566 -1.0075 0.1628
H 0.9713 0.8226 0.5096
*
```

10.
The following is a DFT calculation (wB97M-V/def2-TZVPD) of C4H2BrNO in the gas phase at a distorted geometry.

The energy above the lowest of the compared OMol25 structures with the same formula, charge and spin is 142.8 kJ/mol. The calculation puts the highest occupied orbital energy (alpha / beta) at -9.1645 / -10.4429 eV. Its molecular weight is 159.970 g mol⁻¹. The calculation puts the HOMO-LUMO gap (alpha / beta) at 9.48 / 7.37 eV.

```
! wB97M-V def2-TZVPD RIJCOSX def2/J DEFGRID3
* xyz 0 3
Br -3.4134 -0.1859 0.0720
O -1.4374 -2.6587 -0.0722
N -2.1028 3.3768 -0.1349
C -0.6557 1.2792 0.0839
C -1.5836 -0.3238 0.1570
C -0.9306 -1.5422 0.0516
C -1.5107 2.3689 0.0343
H 0.0444 -1.5772 0.4093
H 0.3907 1.0325 0.2772
*
```

Number 8 is which compound?
C4H29N3O9

Look up the molecular weight of the eighth one.
263.288 g mol⁻¹